50
Properties=species:S:1:pos:R:3:nbo_charge:R:1 method="wB97M-V/def2-TZVPD" smiles="Cn1nc(-c2ccccc2F)c2cc(C(=O)N3CCN(C(=O)c4ccco4)CC3)sc21" homo_energy_ev=-8.23 total_energy_ev=-48777.5997
C -5.66 -2.83 0.46 -0.408
N -4.73 -1.76 0.24 -0.171
N -5.13 -0.49 0.15 -0.263
C -4.06 0.28 -0.04 0.195
C -4.22 1.72 -0.18 -0.159
C -5.45 2.23 -0.57 -0.152
C -5.65 3.59 -0.72 -0.227
C -4.61 4.48 -0.46 -0.191
C -3.38 4.00 -0.05 -0.280
C -3.20 2.63 0.08 0.411
F -1.99 2.20 0.51 -0.332
C -2.90 -0.54 -0.09 -0.190
C -1.49 -0.54 -0.28 -0.173
C -0.98 -1.80 -0.20 -0.283
C 0.38 -2.34 -0.41 0.639
O 0.53 -3.45 -0.88 -0.627
N 1.44 -1.57 -0.05 -0.425
C 1.40 -0.33 0.70 -0.224
C 2.66 -0.21 1.55 -0.233
N 3.83 -0.15 0.69 -0.424
C 4.80 0.74 1.00 0.631
O 4.76 1.39 2.03 -0.624
C 5.94 0.92 0.08 0.144
C 7.07 1.64 0.34 -0.223
C 7.86 1.59 -0.82 -0.320
C 7.15 0.84 -1.72 0.111
O 5.99 0.44 -1.19 -0.398
C 3.78 -0.99 -0.49 -0.223
C 2.77 -2.11 -0.30 -0.229
S -2.19 -3.06 0.05 0.447
C -3.39 -1.84 0.09 -0.022
H -6.65 -2.38 0.54 0.238
H -5.42 -3.36 1.38 0.209
H -5.64 -3.53 -0.38 0.209
H -6.25 1.54 -0.77 0.233
H -6.61 3.97 -1.03 0.217
H -4.76 5.54 -0.58 0.217
H -2.56 4.66 0.16 0.230
H -0.91 0.33 -0.49 0.240
H 0.52 -0.32 1.34 0.232
H 1.35 0.53 0.02 0.190
H 2.64 0.70 2.14 0.258
H 2.74 -1.06 2.23 0.196
H 7.29 2.14 1.27 0.246
H 8.82 2.04 -0.98 0.233
H 7.36 0.55 -2.73 0.205
H 4.76 -1.44 -0.68 0.226
H 3.50 -0.40 -1.38 0.197
H 2.71 -2.74 -1.19 0.250
H 3.07 -2.75 0.54 0.196

***

105
Properties=species:S:1:pos:R:3:lowdin_charge:R:1 method="wB97M-V/def2-TZVPD" total_charge=+1 homo_energy_ev=-8.44 total_energy_ev=-62398.3445
C 1.18 5.01 -0.36 -0.029
C 1.18 4.76 -1.85 -0.357
C 1.29 6.04 -2.65 -0.055
N -0.06 4.09 -2.26 -0.008
N -1.03 4.94 -2.56 0.167
N -2.12 4.23 -2.64 0.019
C -3.42 4.95 -2.93 -0.323
C -3.25 5.63 -4.28 -0.046
C -3.70 5.97 -1.83 -0.042
C -1.86 2.90 -2.35 -0.066
C -2.90 1.86 -2.31 -0.180
C -3.86 1.94 -1.26 -0.024
C -4.91 1.00 -1.20 -0.062
C -5.06 0.06 -2.21 -0.068
C -4.15 -0.01 -3.27 -0.050
C -3.10 0.92 -3.35 -0.014
C -0.48 2.77 -2.11 -0.037
C 0.49 1.63 -1.82 -0.034
H 2.09 5.51 -0.02 0.097
H 0.35 5.66 -0.07 0.093
H 1.09 4.08 0.20 0.078
H 1.94 4.04 -2.12 0.134
H 2.21 6.55 -2.33 0.098
H 1.34 5.85 -3.73 0.092
H 0.44 6.72 -2.51 0.082
H -4.23 4.20 -2.98 0.149
H -4.12 6.26 -4.50 0.095
H -2.35 6.27 -4.27 0.085
H -3.17 4.88 -5.07 0.088
H -4.56 6.61 -2.08 0.094
H -3.97 5.47 -0.90 0.079
H -2.83 6.65 -1.71 0.087
H -3.74 2.72 -0.52 0.112
H -5.63 1.07 -0.39 0.108
H -5.88 -0.66 -2.20 0.115
H -4.26 -0.71 -4.09 0.110
H -2.41 0.99 -4.21 0.126
H 0.42 1.33 -0.78 0.082
H 1.51 1.97 -2.13 0.129
C -1.62 -3.16 5.74 -0.147
Si 0.26 -3.07 5.51 0.407
C 1.08 -2.17 6.91 -0.149
C 0.99 -4.74 5.24 -0.136
O 0.52 -2.08 4.20 -0.169
C 0.79 -2.24 2.81 -0.326
C 2.29 -2.56 2.61 -0.158
C 3.20 -2.26 3.62 -0.046
C 4.55 -2.57 3.42 -0.065
C 4.99 -3.09 2.20 -0.075
C 4.06 -3.34 1.18 -0.061
C 2.71 -3.08 1.39 -0.063
C -0.19 -3.31 2.25 -0.143
C 0.27 -4.61 2.00 -0.051
C -0.63 -5.56 1.53 -0.061
C -1.98 -5.25 1.40 -0.073
C -2.44 -3.97 1.73 -0.075
C -1.54 -3.00 2.18 -0.070
C 0.52 -0.82 2.23 -0.177
C 1.51 0.24 2.77 -0.098
C 2.59 0.42 1.74 -0.131
C 2.05 -0.16 0.44 -0.117
N 0.76 -0.73 0.80 -0.050
C -0.18 -0.98 -0.11 -0.062
C 0.09 -1.00 -1.47 -0.117
C 0.41 0.07 -2.40 -0.265
C 1.13 -0.51 -3.61 -0.179
C 1.22 0.34 -4.73 -0.041
C 1.81 -0.12 -5.92 -0.081
C 2.24 -1.44 -6.01 -0.095
C 2.16 -2.27 -4.89 -0.088
C 1.60 -1.82 -3.71 -0.057
H -1.82 -3.80 6.62 0.037
H -2.03 -2.15 5.91 0.038
H -2.11 -3.60 4.85 0.024
H 0.91 -2.73 7.83 0.038
H 2.16 -2.10 6.74 0.027
H 0.68 -1.16 7.03 0.040
H 1.05 -5.22 6.22 0.042
H 0.38 -5.35 4.58 0.031
H 2.00 -4.67 4.82 0.037
H 2.88 -1.80 4.55 0.107
H 5.25 -2.36 4.24 0.111
H 6.07 -3.29 2.05 0.112
H 4.42 -3.72 0.23 0.108
H 1.96 -3.30 0.62 0.122
H 1.31 -4.87 2.17 0.115
H -0.25 -6.55 1.27 0.109
H -2.70 -6.00 1.02 0.113
H -3.49 -3.69 1.63 0.108
H -1.88 -2.01 2.47 0.119
H -0.53 -0.58 2.45 0.147
H 0.91 1.14 2.81 0.118
H 1.93 -0.01 3.74 0.108
H 2.82 1.47 1.54 0.111
H 3.48 -0.12 2.02 0.102
H 1.86 0.60 -0.33 0.089
H 2.74 -0.92 0.04 0.129
H -1.12 -1.37 0.29 0.117
H 0.03 -2.01 -1.95 0.102
H -0.46 0.52 -2.92 0.091
H 0.92 1.38 -4.59 0.100
H 1.96 0.61 -6.73 0.103
H 2.75 -1.83 -6.91 0.110
H 2.62 -3.27 -4.90 0.113
H 1.63 -2.50 -2.83 0.115

***

24
Properties=species:S:1:pos:R:3:nbo_charge:R:1 method="wB97M-V/def2-TZVPD" smiles="C=C(C)C.O.O.O.O" homo_energy_ev=-9.49 total_energy_ev=-12597.0438
C -0.15 -0.50 2.09 -0.430
C -0.98 -0.82 1.09 0.028
C -2.02 0.06 0.50 -0.647
C -0.93 -2.23 0.54 -0.647
H 0.59 -1.25 2.35 0.190
H -0.13 0.45 2.60 0.210
H -3.03 -0.33 0.40 0.219
H -1.74 0.30 -0.52 0.204
H -2.16 0.97 1.09 0.226
H -1.04 -2.20 -0.54 0.210
H -1.76 -2.89 0.84 0.218
H -0.02 -2.77 0.73 0.215
O -0.66 -0.22 -3.13 -0.952
H -0.88 -0.61 -4.01 0.480
H -1.42 0.34 -2.98 0.474
O 1.53 2.81 2.03 -0.959
H 1.79 2.34 2.83 0.460
H 1.92 2.27 1.32 0.492
O 1.68 1.13 -2.43 -0.945
H 0.86 1.53 -2.17 0.474
H 1.44 0.31 -2.88 0.494
O 2.70 0.63 0.15 -0.982
H 2.16 0.66 -0.67 0.498
H 2.25 0.04 0.77 0.469

***

11
Properties=species:S:1:pos:R:3:nbo_charge:R:1 method="wB97M-V/def2-TZVPD" homo_energy_ev="-8.16 / -8.08" total_energy_ev=-82726.7266
C 1.43 -0.76 -0.43 -0.398
C 1.29 0.06 0.60 0.093
C -0.73 1.13 0.00 1.203
O 0.28 0.99 0.79 -0.448
O -1.60 -1.11 0.25 -0.902
F -1.70 1.89 0.42 -0.245
F -0.62 1.14 -1.30 -0.261
Br -3.27 -1.17 -0.10 0.281
H 2.24 -1.46 -0.45 0.228
H 0.72 -0.81 -1.24 0.235
H 1.96 0.10 1.45 0.214

***

12
Properties=species:S:1:pos:R:3:nbo_charge:R:1 method="wB97M-V/def2-TZVPD" smiles="N#C/C=C1/N=CNN1" homo_energy_ev=-8.18 total_energy_ev=-10168.7761
N -3.09 -0.78 -0.06 -0.442
C -2.45 0.27 0.12 0.274
C -1.31 1.31 0.18 -0.478
C -0.21 0.49 -0.02 0.341
N 1.04 1.25 -0.19 -0.422
C 1.87 0.19 0.13 0.221
N 1.36 -1.03 0.03 -0.399
N -0.02 -0.82 -0.09 -0.443
H -1.32 2.32 -0.20 0.267
H 3.06 0.23 -0.01 0.218
H 1.65 -1.72 0.57 0.392
H -0.60 -1.71 -0.46 0.473